148
Properties=species:S:1:pos:R:3:mulliken_charge:R:1 method="wB97M-V/def2-TZVPD" spin_multiplicity=1 gap_ev=6.52 homo_energy_ha=-0.318 energy_ha=-7193.966247
I -2.41761 -7.89806 4.34882 0.2184
S 1.39659 -4.48992 4.49533 0.1686
S -0.11893 -2.74149 0.14090 0.9208
S -2.56534 -5.73091 -2.10447 -0.4038
P -5.62295 -6.16315 2.68125 0.9616
P -3.96979 -7.07273 1.54492 -0.5164
P -3.10379 -4.54131 -0.65824 0.4376
F 0.36154 -4.80529 -1.39320 -0.2806
F 3.32500 -6.29435 -1.42625 -0.2485
F 2.33234 -5.62577 -3.26037 -0.2233
F 2.90688 -4.24000 -0.21280 -0.2330
F 4.47871 -5.27793 -2.97275 -0.2634
F 4.13368 -3.14820 -1.65955 -0.3162
F -0.53111 -3.14147 -2.52531 -0.2394
F 1.70216 -2.94867 -3.43259 -0.3018
F 2.14249 -1.70369 -1.71214 -0.1979
O 1.08234 -2.26712 0.84527 -0.6147
O 3.51328 2.60467 3.06417 -0.2898
O -3.08543 2.05690 -2.65731 -0.4990
O 7.02366 8.92446 -3.62705 -0.5643
O 5.93500 1.96732 -1.29881 -0.6786
O -4.82947 -0.52869 -0.15379 -0.2119
O -5.77293 -0.66013 -2.19752 -0.6608
O 1.94719 3.73963 -2.20143 -0.4374
O 0.83420 10.22096 -5.13209 -0.6007
O -3.64168 -9.27639 6.56019 -0.5951
O -3.12714 -2.98768 -1.18373 -0.2252
O -2.54560 -11.24653 6.54501 -0.3307
O -5.09861 -0.69572 3.98921 -0.3430
O 3.34802 4.75428 -3.65831 -0.6143
O 3.93046 4.09853 4.70155 -0.5822
O -0.99085 -1.56280 0.07215 -0.5209
O -6.71045 -7.42021 2.94805 -0.5126
O 6.73594 1.89835 0.80564 -0.3769
O -4.43708 -2.32490 2.57008 -0.2756
O -5.12760 -5.61137 3.98002 -0.6339
O 7.54253 9.45773 -5.75714 -0.3563
O 0.84957 8.27920 -3.98515 -0.3772
O -4.73900 -4.88757 -0.41299 -0.2158
O -1.17685 2.28638 -3.83355 -0.2293
O -6.36224 -4.90937 1.88985 -0.4476
N 0.20144 -5.65349 4.58729 -0.6350
N 0.95626 -3.86230 3.04722 -0.3706
C -0.57228 -5.53155 3.49253 0.4986
C -4.67655 1.79811 0.05062 -0.3150
C 1.87104 2.83362 4.73691 -0.4078
C 5.68144 8.53898 -6.84849 -0.4791
C -0.83929 -4.07676 1.20244 -0.4299
C 1.63965 1.53343 3.98582 -0.4120
C 1.28400 6.93339 -4.24930 -0.0746
C 2.99587 3.76637 -3.06571 0.5055
C 3.21930 3.26740 4.21451 0.4299
C 6.71625 8.99453 -4.78083 0.2476
C -5.42953 -0.00451 -1.25420 0.4645
C 6.82566 2.82125 1.90410 -0.0406
C 6.20299 2.52465 -0.26772 0.5089
C -2.49195 -5.94024 1.81643 -0.1249
C 3.65976 2.41493 -3.12443 -0.0547
C 1.55962 8.19152 -6.22739 0.1662
C -2.21202 -12.24648 7.52062 -0.4164
C -2.04214 3.21989 -5.80216 -0.6960
C 2.59863 1.50829 -2.52645 -0.1249
C 5.95797 3.98177 0.04244 -0.2547
C -0.77167 3.01095 -5.00436 0.0531
C -5.81247 -2.01761 5.78998 -0.6848
C -3.24689 -10.44325 8.64123 -0.3760
C 2.40605 1.76155 2.69995 -0.3302
C -4.64831 0.50028 0.83283 -0.3126
C 3.25713 -5.25837 -2.34097 0.6705
C 6.82275 4.19618 1.27092 -0.6292
C -2.50179 2.48079 -3.61399 0.2598
C -0.14996 -4.42386 2.49125 0.4349
C 2.98152 -3.91856 -1.55135 0.5937
C -2.19112 -11.51555 8.84672 -0.5114
C -4.80681 -1.98581 3.66044 0.3562
C 5.37043 8.63737 -5.36496 0.0810
C -5.62812 1.47789 -1.08428 -0.3794
C 1.87050 2.44184 -1.58335 -0.2141
C 1.03273 9.04015 -5.09320 0.4048
C -5.40119 -0.61538 5.39011 -0.5130
C 6.83217 9.51260 -7.00250 -0.4516
C 0.35174 -3.41052 -1.52695 0.6780
C 1.23324 6.78654 -5.75469 -0.3853
C -3.17809 -10.21340 7.15184 0.5095
C 1.79616 -3.00881 -2.04832 0.5991
C -4.97271 -2.88112 4.86327 0.0880
C -3.09426 3.32943 -4.71226 -0.3654
C -2.07472 -4.84529 0.86192 0.8862
C -1.77643 -6.28123 3.05855 -0.5272
H -6.19307 -8.22994 2.75033 0.3545
H 2.29231 6.80917 -3.85516 0.0821
H -4.98266 2.65572 0.65092 0.4327
H 7.83689 4.46591 0.96426 0.3024
H 6.49011 10.53856 -7.16333 0.2609
H -6.20045 0.10845 5.55029 0.3614
H 2.08620 0.70475 4.54138 0.2655
H 3.89661 2.13937 -4.15096 0.4109
H 1.80769 2.27938 1.94528 0.0920
H -5.45874 0.43272 1.56231 0.1580
H 6.45544 4.97662 1.93688 0.3350
H 5.00894 7.69077 -4.96589 0.1531
H 0.21955 6.52020 -6.06913 0.1991
H -0.31846 3.95106 -4.68995 -0.1691
H 3.00258 0.62607 -2.03130 0.2827
H 5.96667 2.66352 2.55980 -0.0491
H -2.24247 2.33916 -6.41790 0.2948
H 1.12926 3.59178 4.47788 0.2613
H -1.21554 -11.04577 8.99590 0.2688
H 0.62164 6.23159 -3.74699 0.2506
H 4.89723 4.12459 0.26161 0.1552
H -4.30100 -7.13713 0.15647 0.1162
H 7.50009 9.23222 -7.81663 0.3398
H 1.91749 1.17052 -3.31334 0.1422
H -5.65534 -2.22664 6.84836 0.3763
H -6.66802 1.67128 -0.81028 0.3549
H 6.26730 4.61627 -0.78631 0.3768
H 4.66426 9.44250 -5.14892 0.2145
H 2.77944 0.82973 2.27579 0.2998
H 1.90076 2.67824 5.81343 0.3020
H -1.99913 4.08703 -6.46131 0.3403
H -6.88460 -5.30293 1.16277 0.2990
H 4.83255 8.77025 -7.49293 0.3255
H -5.48577 -3.80529 4.59770 -0.0509
H 0.82670 2.15929 -1.45188 0.3894
H -4.05467 2.93414 -5.03748 0.3153
H 2.63599 8.34881 -6.31956 -0.3735
H -5.22061 -4.36993 -1.08798 0.2566
H -2.38399 -12.16568 9.69988 0.3201
H 1.05502 8.42911 -7.16199 0.3745
H -3.69986 0.35210 1.34751 0.2511
H 6.01776 7.52632 -7.08624 0.2473
H 7.73938 2.63392 2.46760 0.3417
H 2.34897 2.49657 -0.60095 -0.0719
H 0.58762 1.29988 3.82348 0.3390
H -5.36422 2.01263 -1.99286 0.1584
H -0.03153 2.43063 -5.55597 0.3481
H 4.56603 2.43612 -2.50905 -0.1762
H -3.20247 4.35404 -4.35017 0.2922
H -6.87284 -2.16937 5.57092 0.2811
H -1.24455 -12.68499 7.27868 0.3118
H -2.97297 -13.03058 7.48931 0.2692
H -3.98851 -3.09465 5.28580 0.2465
H -3.52820 -2.37565 -0.51841 0.3096
H -4.24621 -10.79904 8.89998 0.2717
H -4.50655 -0.27711 5.92057 0.2475
H -3.01031 -9.53328 9.18892 0.2889
H -3.68433 2.00635 -0.35386 0.0795
H 1.91348 6.02406 -6.13523 0.3342